182
Properties=species:S:1:pos:R:3:forces:R:3:lowdin_charge:R:1 method="wB97M-V/def2-TZVPD" lumo_energy_ev=0.3 e_tot_ev=-134230.9731 total_charge=0
C -5.35395 -2.40125 0.06706 -0.46 1.05 -0.97 -0.10
C -3.99547 -1.71376 0.11441 -0.66 -0.79 1.08 -0.08
O -4.32366 -0.63209 1.03559 0.51 0.22 -0.32 -0.01
C -5.47292 -0.88157 1.73886 1.11 -0.46 -1.55 -0.59
O -5.89277 -0.18822 2.59579 -0.20 0.33 0.71 0.17
O -6.01883 -1.99930 1.25836 -0.51 -0.55 0.76 0.08
H -5.30689 -3.47470 0.01780 -0.13 -0.31 -0.14 0.12
H -5.94540 -1.91826 -0.74342 0.25 -0.86 0.14 0.12
H -3.73723 -1.33437 -0.86458 0.34 0.28 0.06 0.10
H -3.21278 -2.41779 0.49562 -0.44 1.00 -0.04 0.13
C 1.63276 -4.70399 1.42279 0.33 -0.14 1.26 -0.07
C 3.04107 -4.61015 2.00802 0.10 1.48 0.00 -0.12
O 2.95670 -5.41698 3.16358 -0.05 -0.66 0.69 0.04
C 1.99361 -6.37519 2.94746 1.61 1.99 -1.11 -0.61
O 1.98981 -7.43800 3.42277 -0.35 -1.97 1.59 0.19
O 1.17445 -5.95030 2.00980 -1.24 0.44 -1.49 0.07
H 1.56209 -4.72095 0.35534 0.14 -0.42 -0.53 0.09
H 1.02801 -3.90355 1.81383 -0.36 0.22 0.09 0.11
H 3.30224 -3.56719 2.32029 -0.21 -0.88 -0.32 0.13
H 3.82084 -5.00514 1.36712 0.08 -0.07 -0.30 0.12
C 0.22921 -3.10760 -1.99089 -0.12 0.10 -0.36 -0.06
C 0.27675 -3.90968 -3.31491 -1.26 1.80 1.22 -0.09
O 1.20228 -3.14116 -4.10994 -0.49 -0.09 0.07 0.08
C 1.21659 -1.87404 -3.63175 0.43 -0.58 0.74 -0.58
O 1.82254 -0.95749 -4.08374 0.21 0.41 -0.96 0.14
O 0.55874 -1.77492 -2.47419 -0.58 -0.43 0.70 0.04
H 1.01814 -3.41643 -1.28618 -0.22 0.15 -0.32 0.11
H -0.75753 -3.11522 -1.48901 0.63 0.15 -0.42 0.12
H -0.73459 -3.93982 -3.73659 0.36 0.26 -0.41 0.11
H 0.56516 -4.88769 -3.08770 1.12 -1.47 -0.26 0.10
C -6.57334 -3.34713 -3.92228 0.96 -0.07 0.01 -0.08
C -6.17903 -1.95694 -4.30163 -2.59 3.00 -0.69 -0.16
O -4.79670 -1.88756 -4.52875 1.15 -2.82 1.05 0.08
C -4.30848 -3.01273 -3.86703 3.72 0.17 -1.60 -0.46
O -3.08516 -3.29380 -3.81756 -4.24 0.85 0.45 0.08
O -5.29986 -3.79400 -3.42937 1.05 -0.63 0.15 0.06
H -6.90184 -3.93771 -4.78225 0.20 -0.21 0.25 0.14
H -7.23248 -3.44855 -3.07571 -0.54 0.26 -0.06 0.13
H -6.37394 -1.22849 -3.51357 -0.29 -0.16 0.21 0.11
H -6.74100 -1.57721 -5.18981 0.64 -0.40 0.50 0.15
C 1.45398 -1.59858 5.88257 -0.45 -0.91 0.32 -0.10
C 1.92028 -2.95603 5.26826 -1.75 0.07 1.08 -0.09
O 1.35231 -2.86578 3.95443 0.49 2.24 -0.36 0.00
C 1.36016 -1.48960 3.63202 -0.87 -0.34 0.06 -0.50
O 1.30415 -1.04534 2.52503 0.10 -0.58 0.63 0.16
O 1.31731 -0.70462 4.76316 1.00 -1.52 -0.77 0.05
H 2.07187 -1.18505 6.67241 0.50 0.09 -0.35 0.12
H 0.47637 -1.70567 6.30993 -0.70 -0.11 0.20 0.12
H 1.50980 -3.89172 5.77595 0.58 1.45 -0.62 0.16
H 2.97642 -2.96229 5.20480 1.15 -0.34 -0.17 0.10
C -4.83619 1.50394 -1.50480 -0.64 1.88 -1.01 -0.08
C -5.50938 2.34301 -0.33688 0.90 -1.94 -0.62 -0.06
O -6.68883 1.55385 -0.08843 -0.50 -0.20 0.23 0.05
C -6.90763 0.61499 -1.03779 0.32 1.45 0.16 -0.59
O -7.89670 -0.04106 -1.14588 0.18 -0.34 0.10 0.15
O -5.87885 0.61146 -1.90001 -0.01 -1.05 -0.02 0.03
H -3.93557 0.96780 -1.28221 0.18 -0.34 0.48 0.08
H -4.65340 2.08980 -2.45203 0.04 -0.24 1.29 0.14
H -5.78570 3.30170 -0.72828 -0.16 0.54 0.27 0.11
H -4.91799 2.36570 0.60642 -0.44 0.18 -0.90 0.12
C 3.57250 2.58498 -5.97668 -0.14 -0.99 -2.98 -0.16
C 4.99094 3.11482 -5.96495 0.49 -0.38 1.16 -0.07
O 5.12928 3.62924 -4.61418 -0.03 -0.02 -0.15 0.08
C 3.93843 3.61821 -4.01552 -0.69 -0.34 2.31 -0.53
O 3.69546 3.96283 -2.87542 0.48 -0.26 -2.14 0.13
O 3.00359 3.03240 -4.81758 -0.22 0.85 1.56 0.01
H 3.51171 1.48276 -6.04476 0.05 0.45 0.19 0.15
H 3.03177 3.00495 -6.87232 0.32 -0.42 0.88 0.15
H 5.10106 3.95651 -6.59995 0.34 0.59 -0.82 0.12
H 5.76827 2.35621 -6.11559 -0.25 0.31 -0.07 0.14
C -0.04199 2.24983 -5.40536 -0.19 3.07 2.09 0.00
C 0.37730 3.45958 -4.39777 1.01 -1.78 -2.50 -0.13
O -0.83689 3.87685 -3.93666 -1.14 1.49 1.79 0.06
C -1.86672 3.46702 -4.69127 1.00 0.21 0.86 -0.62
O -2.98784 3.82186 -4.55232 -1.04 0.40 0.35 0.16
O -1.43017 2.62563 -5.56959 0.37 -2.13 -2.54 0.09
H 0.01711 1.34803 -4.84250 0.00 -0.92 -0.01 0.10
H 0.51145 2.26654 -6.32550 -0.20 -0.13 -0.46 0.11
H 0.93551 4.26906 -4.86953 -0.32 0.09 -0.26 0.13
H 1.03391 3.06089 -3.66653 0.07 -0.18 1.05 0.08
C 3.79798 1.31481 5.96943 -0.09 2.13 1.41 -0.09
C 3.70790 1.95194 4.56072 0.37 -2.04 0.02 -0.05
O 4.22072 0.82012 3.80290 0.58 1.16 -1.42 0.04
C 4.47334 -0.24022 4.53361 -1.11 -1.18 -0.10 -0.63
O 4.63923 -1.33706 4.09509 0.67 -0.45 -0.47 0.15
O 4.31605 -0.00647 5.82502 -0.11 1.00 0.71 0.08
H 2.81097 1.29610 6.45319 0.27 -0.23 -0.22 0.13
H 4.46787 1.92244 6.62429 -0.35 -0.68 -0.42 0.14
H 4.27569 2.85284 4.33774 0.28 -0.21 0.28 0.13
H 2.71449 2.05206 4.18026 -0.75 0.27 0.15 0.10
C -0.11200 1.93657 -1.33390 1.99 -0.25 0.42 -0.10
C 0.02306 0.84191 -0.22868 -1.54 1.58 0.69 -0.05
O -1.17565 0.12178 -0.54274 -0.38 -1.12 -0.29 0.04
C -1.49998 0.26673 -1.84639 1.63 2.05 1.49 -0.61
O -2.34639 -0.29406 -2.40595 -2.13 -2.03 -1.46 0.18
O -0.80561 1.29392 -2.39053 -0.63 -0.23 0.51 0.06
H 0.80627 2.20878 -1.83414 0.62 0.21 0.58 0.10
H -0.55817 2.84201 -0.93728 -0.67 -0.08 -0.25 0.10
H -0.14773 1.21866 0.83638 0.70 -0.34 -1.62 0.13
H 0.86881 0.18261 -0.30358 0.43 -0.12 -0.05 0.10
C 6.63223 -5.42019 -2.95555 -1.57 -0.21 1.44 -0.06
C 6.56774 -6.14933 -1.56628 -0.93 -0.05 -1.66 -0.07
O 5.32634 -5.70744 -0.98824 1.13 -0.04 0.41 0.06
C 4.59110 -5.07768 -1.91413 -0.08 -0.22 0.84 -0.60
O 3.45678 -4.77667 -1.70730 -0.24 0.37 -0.44 0.15
O 5.30473 -4.86367 -3.00620 -0.31 0.47 -1.30 0.06
H 6.72323 -6.06903 -3.81511 0.33 -0.13 -0.04 0.13
H 7.29957 -4.57987 -2.97020 0.57 0.15 -0.10 0.12
H 7.43138 -5.91959 -0.99912 0.47 0.22 1.02 0.11
H 6.42004 -7.20878 -1.68846 0.48 -0.49 -0.08 0.13
C 3.75346 0.43744 -1.31367 -1.68 -0.76 0.77 -0.03
C 3.66762 -0.33030 0.03256 -0.32 0.60 0.14 -0.45
C 5.00455 -1.03352 0.22773 0.38 -1.86 -0.51 -0.06
O 3.33234 0.61714 1.06488 0.48 0.93 -0.13 -0.09
H 3.58450 -0.25251 -2.14138 0.08 -0.01 -0.03 0.07
H 4.70740 0.88883 -1.40370 0.96 0.57 -0.11 0.06
H 2.97772 1.20993 -1.37692 0.14 -0.09 0.05 0.07
H 2.78706 -1.00356 0.08526 0.74 -0.30 -0.61 0.12
H 5.88352 -0.34767 0.12593 -0.84 -0.37 0.54 0.09
H 5.13211 -1.75654 -0.66068 -0.27 0.88 1.22 0.10
H 5.03948 -1.68692 1.15628 0.13 1.04 -0.92 0.08
H 3.59245 0.38866 1.97340 0.08 -0.40 -0.59 0.06
C -2.24762 -0.54947 3.16299 -0.92 -1.28 -0.66 -0.04
C -1.97708 0.91665 3.29944 2.17 -0.51 -1.18 -0.47
C -2.93213 1.75949 2.43207 1.39 -0.16 1.16 -0.02
O -1.86172 1.27204 4.66704 -0.33 0.66 0.38 -0.05
H -2.03105 -0.87347 2.12408 -0.23 0.31 0.41 0.08
H -3.33807 -0.71280 3.32797 0.79 -0.31 0.16 0.09
H -1.62422 -1.21950 3.78318 -0.34 0.63 0.14 0.09
H -0.90938 1.00946 2.95176 -0.88 0.47 0.07 0.14
H -2.81656 1.47217 1.39215 -0.13 -0.02 -0.09 0.07
H -2.65674 2.79189 2.58435 -0.04 0.40 -0.24 0.04
H -3.93331 1.61095 2.78084 -0.81 -0.18 -0.05 0.07
H -2.73337 1.42611 5.03061 -0.45 -0.08 0.16 0.11
C -1.67391 -6.63538 -1.16856 -0.40 0.14 -1.09 -0.05
C -2.77261 -5.76549 -0.60263 -0.05 0.38 0.31 -0.47
C -2.73177 -5.78752 0.95740 0.75 -0.28 -1.80 -0.02
O -2.59942 -4.40889 -1.00125 0.48 0.77 0.95 -0.09
H -0.74076 -6.33035 -0.72537 0.53 -0.26 0.25 0.07
H -1.60164 -6.47981 -2.26017 -0.01 0.07 0.33 0.08
H -1.89768 -7.69576 -1.05467 0.23 -0.01 0.38 0.08
H -3.71864 -6.04860 -1.04623 -0.52 -0.59 0.37 0.13
H -3.59844 -5.34109 1.39024 -0.64 0.27 0.35 0.06
H -1.83898 -5.20371 1.22885 -0.24 -0.30 0.14 0.08
H -2.61767 -6.83128 1.26473 -0.04 0.26 0.25 0.08
H -2.78033 -4.23055 -1.92543 -0.18 -0.34 -0.58 0.04
C -2.64646 6.44295 -1.66242 -0.09 -0.76 1.67 -0.02
C -2.56026 5.11853 -0.85598 1.31 1.35 0.84 -0.49
C -2.72301 5.38656 0.62005 -1.58 0.05 0.42 -0.06
O -3.55939 4.23023 -1.28244 0.14 -0.22 -0.28 -0.04
H -2.81520 6.17744 -2.65347 -0.28 -0.35 -2.04 0.04
H -1.71137 6.97613 -1.63615 0.25 0.44 0.27 0.08
H -3.50706 7.04990 -1.33652 0.46 -0.14 0.09 0.10
H -1.54192 4.66208 -0.88419 -0.53 0.24 -0.93 0.10
H -2.15401 6.21798 1.02209 0.19 0.24 -0.34 0.08
H -2.47611 4.53160 1.22620 0.15 -0.54 0.15 0.04
H -3.79777 5.58479 0.79493 0.38 0.11 0.10 0.10
H -3.45709 4.23334 -2.24360 -0.29 -0.39 -0.21 0.07
C 3.45787 4.26854 0.95104 0.27 1.33 0.19 -0.04
C 1.98795 4.18318 1.44603 0.53 0.88 -3.65 -0.47
C 1.14266 4.79648 0.26439 -0.59 1.65 0.82 -0.04
O 1.56162 2.88962 1.65871 -0.80 -0.85 1.01 -0.05
H 3.64375 5.34129 0.68461 -0.06 -0.77 0.30 0.09
H 3.64967 3.73258 -0.00332 -0.43 -0.04 0.69 0.08
H 4.23769 4.00868 1.68425 -0.38 -0.21 -0.11 0.07
H 1.72088 4.78170 2.29206 0.47 0.27 0.67 0.09
H 0.07155 4.85617 0.62784 1.04 -0.03 -0.61 0.07
H 1.18570 4.26116 -0.68279 0.16 -0.39 0.21 0.05
H 1.49134 5.85604 -0.00684 -0.54 -1.32 0.64 0.10
H 2.15496 2.25988 1.25500 0.58 -0.64 -0.28 0.05
C 1.62916 4.72110 4.88162 -1.13 -0.84 -0.97 -0.03
C 0.09308 4.32512 5.11269 1.74 0.22 0.45 -0.43
C -0.76059 4.35455 3.85618 0.41 -0.56 -0.08 -0.06
O 0.06376 3.03879 5.73599 -1.14 -0.17 -0.73 -0.08
H 2.13330 3.88660 4.38749 -0.42 0.27 -0.51 0.03
H 2.27060 4.85228 5.73291 -0.42 0.28 1.10 0.06
H 1.72172 5.62833 4.27197 -0.10 -0.20 0.07 0.07
H -0.26610 5.08249 5.80648 -0.38 0.05 0.26 0.12
H -1.82037 4.12777 4.04879 0.44 -0.01 0.11 0.09
H -0.35719 3.68537 3.09140 -0.13 -0.38 0.19 0.07
H -0.71164 5.30969 3.39274 -0.08 1.16 -0.24 0.07
H -0.74502 2.55791 5.37603 1.36 0.40 0.52 0.07